Formula: C59H66N7O4S6SbSeTeV
Source: the Open Molecules 2025 dataset
Level of theory: ωB97M-V/def2-TZVPD

```
146
Properties=species:S:1:pos:R:3:mulliken_charge:R:1
V -0.42303 0.54437 0.27810 0.685
C 3.28953 -0.65012 7.06633 -1.237
C 1.92926 -0.10493 6.62557 -0.167
C 1.97152 0.66584 5.30668 -0.301
C 2.25101 -0.20439 4.08649 -0.577
N 1.22710 -1.24078 3.87932 1.375
C -0.04273 -1.03179 3.45215 -0.627
Se -0.75292 0.60316 2.85552 -0.773
N -0.68316 -2.21767 3.50149 1.986
C -2.11206 -2.45790 3.26148 -0.528
C -2.83288 -2.87656 4.54477 -0.865
C -2.82251 -1.81686 5.64547 0.026
C -3.68754 -0.60089 5.31433 -1.003
C 0.20077 -3.21385 3.90604 0.507
C 0.03826 -4.58355 4.05857 -0.678
C 1.13921 -5.30848 4.47939 -1.035
C 2.36829 -4.68269 4.73185 -0.861
C 2.52839 -3.31692 4.55935 -1.293
C 1.41477 -2.59635 4.14536 0.802
H 3.23823 -1.06442 8.07576 0.408
H 4.04331 0.14413 7.06796 0.322
H 3.64419 -1.44781 6.40725 0.186
H 1.55218 0.57039 7.39570 0.539
H 1.20650 -0.92482 6.54989 -0.045
H 2.75022 1.43365 5.35351 0.631
H 1.02408 1.17497 5.15008 -0.072
H 3.20330 -0.72103 4.18968 0.853
H 2.30024 0.39845 3.18764 -0.901
H -2.19577 -3.22123 2.48936 -0.403
H -2.52813 -1.54196 2.85749 0.449
H -2.38744 -3.79612 4.93024 0.339
H -3.86567 -3.10643 4.26727 0.598
H -1.79160 -1.49238 5.83012 -0.182
H -3.17639 -2.27599 6.57175 0.439
H -3.25627 -0.00971 4.50502 -0.016
H -3.77940 0.06007 6.18191 0.432
H -4.69726 -0.91054 5.01749 0.318
H -0.90341 -5.06876 3.83289 0.339
H 1.05234 -6.38050 4.60959 0.426
H 3.20950 -5.27690 5.06631 0.428
H 3.48725 -2.84205 4.72659 0.482
N 0.97826 2.26308 0.72255 -0.029
C 1.81676 2.90138 -0.28107 0.137
C 3.19116 2.85335 -0.14294 -0.706
C 4.01282 3.44224 -1.09867 -0.340
C 3.45516 4.07501 -2.19678 -0.894
C 2.06811 4.12127 -2.32904 -1.029
C 1.25572 3.53911 -1.37567 0.098
S 4.47263 4.64401 -3.55561 1.377
O 4.01733 3.78816 -4.65150 -0.605
O 4.13155 6.04360 -3.71187 -0.784
O 5.82862 4.36648 -3.11208 -0.782
H 1.54927 1.95224 1.49362 0.247
H 0.29318 2.90308 1.09878 -0.102
H 3.62764 2.34087 0.71062 0.428
H 5.09311 3.40931 -1.01050 0.637
H 1.63660 4.60215 -3.20110 0.580
H 0.18471 3.54864 -1.50527 0.951
S -0.29875 0.92273 -2.08077 -0.087
Sb 1.04769 0.32894 -3.86495 0.878
C 0.70053 1.97699 -5.11018 0.798
C -0.61706 2.22049 -5.49158 -0.735
C -0.90462 3.36245 -6.22359 -0.700
C 0.11468 4.25247 -6.55926 -0.564
C 1.42139 4.00813 -6.16310 -0.448
C 1.72541 2.85958 -5.43711 -0.830
C 3.10982 0.03602 -3.66901 1.109
C 3.80919 1.09923 -3.08959 -0.011
C 5.20123 1.07205 -3.07083 -0.747
C 5.87148 -0.02180 -3.60003 -1.033
C 5.16776 -1.09680 -4.14123 -0.865
C 3.78147 -1.06880 -4.19426 -0.944
C 0.18569 -1.36051 -4.80115 0.816
C 0.84414 -2.08843 -5.79559 -0.610
C 0.23582 -3.21009 -6.34599 -0.860
C -1.03306 -3.59263 -5.92333 -0.534
C -1.69884 -2.84885 -4.95456 -0.454
C -1.08729 -1.73349 -4.39174 -0.371
H -1.41148 1.54017 -5.21011 0.416
H -1.92774 3.57004 -6.51656 0.401
H -0.11797 5.14713 -7.12560 0.394
H 2.21399 4.71389 -6.38636 0.470
H 2.74443 2.71241 -5.09379 0.706
H 3.28239 1.96082 -2.67412 0.212
H 5.73934 1.93183 -2.68917 0.270
H 6.95524 -0.03640 -3.60138 0.392
H 5.70285 -1.95366 -4.53544 0.457
H 3.24236 -1.89657 -4.63145 0.255
H 1.82233 -1.78547 -6.15053 0.614
H 0.74442 -3.77740 -7.11707 0.437
H -1.50321 -4.46868 -6.35526 0.410
H -2.69633 -3.12939 -4.63386 0.527
H -1.59728 -1.16264 -3.62610 -0.068
C -1.77643 -5.99079 -0.52371 -1.305
N -1.55852 -4.64501 -0.01399 0.628
C -0.55089 -4.21709 0.74144 -0.776
N 0.36732 -5.15892 1.01920 -0.021
S -2.00940 -1.19014 0.09249 0.128
H -2.53872 -5.95382 -1.29585 0.299
H -2.10785 -6.67934 0.25656 0.314
H -0.86336 -6.39187 -0.96808 0.383
H -2.31377 -3.97988 -0.13815 -0.078
H 0.32482 -6.13145 0.74084 0.165
H 1.15211 -4.89845 1.58913 0.217
S 1.56834 -0.71874 0.60664 -0.304
C 1.95079 -1.80506 -0.64193 -0.232
N 0.97531 -2.20726 -1.48899 1.399
C 1.15912 -3.14909 -2.41569 -0.061
C 2.39648 -3.67689 -2.59759 -1.197
C 3.40118 -3.19942 -1.74345 -0.405
N 3.20222 -2.31291 -0.79612 -0.396
H 0.02199 -1.89468 -1.25161 -0.743
H 0.28359 -3.44053 -2.98365 0.687
H 2.58654 -4.42816 -3.35188 0.482
H 4.41940 -3.57277 -1.83025 0.536
C -6.89620 -2.25664 -1.89875 -0.816
O -5.64565 -1.54685 -1.95233 -0.270
C -4.69073 -1.86147 -1.07940 0.098
S -4.79974 -3.04814 0.05626 -0.268
S -3.34437 -0.80544 -1.43048 0.301
H -7.52612 -1.77849 -2.64163 0.245
H -7.33723 -2.17677 -0.91010 0.347
H -6.74866 -3.30699 -2.13707 0.339
Te -2.58386 2.36945 0.09166 0.601
C -2.52836 4.39955 -0.52572 0.779
C -1.49675 5.28248 -0.22581 0.129
C -1.55653 6.59921 -0.66288 -0.784
C -2.64709 7.04011 -1.40170 -0.589
C -3.68503 6.16580 -1.69194 -0.667
C -3.62766 4.84731 -1.25577 -0.818
C -3.03327 2.94625 2.08516 0.512
C -2.18537 3.76943 2.81878 -0.013
C -2.50474 4.11538 4.12563 -0.857
C -3.67266 3.63644 4.70667 -0.545
C -4.52189 2.81871 3.97422 -0.562
C -4.20320 2.47225 2.66619 -0.618
H -0.62689 4.96450 0.33177 0.206
H -0.74092 7.27491 -0.43348 0.457
H -2.68580 8.06503 -1.75109 0.401
H -4.54290 6.50645 -2.26040 0.424
H -4.43814 4.16658 -1.48333 0.390
H -1.27798 4.16619 2.37978 0.252
H -1.83412 4.75485 4.68955 0.438
H -3.92081 3.90399 5.72741 0.405
H -5.43379 2.43895 4.42321 0.441
H -4.86770 1.83088 2.09962 0.426
```

Values from the calculation:
gap between HOMO and LUMO (alpha / beta)	6.65 / 6.10	eV
multiplicity	2
strongest force on any atom	1.15	eV/Å



Formula: C59H68N3O2
Source: the Open Molecules 2025 dataset
Level of theory: ωB97M-V/def2-TZVPD

```
132
Properties=species:S:1:pos:R:3:mulliken_charge:R:1
C -2.21570 -1.60067 0.74079 -0.499
C -3.50501 -1.42839 1.53785 2.720
C -4.67213 -1.65813 0.56595 -1.936
C -3.68736 -2.50104 2.60784 -1.367
C -3.57722 0.00759 2.14230 -0.130
C -4.15569 0.99783 1.34661 0.140
C -4.87810 2.01172 1.96024 -1.243
C -4.86542 2.09319 3.34869 -0.757
C -3.83765 1.49237 4.08642 0.449
C -3.57780 2.11754 5.50048 2.131
C -2.11149 2.09745 5.91594 -1.556
C -4.46854 1.44700 6.55540 -1.765
C -3.95518 3.61034 5.49665 -1.870
C -3.16073 0.41352 3.44738 -1.307
N -2.04258 -0.22138 4.08916 1.256
C -2.22127 -1.04192 5.28786 -1.052
C -0.82056 -1.30222 5.75337 0.369
N 0.02100 -0.93600 4.60235 1.408
C 1.42868 -1.28457 4.58339 -2.219
C 1.82680 -2.62738 4.37940 0.194
C 0.94197 -3.84525 4.00580 1.954
C 1.68902 -4.72501 2.98333 -1.569
C -0.38739 -3.47533 3.37756 -1.389
C 0.67728 -4.71271 5.24887 -1.761
C 3.18457 -2.95120 4.52291 -0.485
C 4.14744 -1.96765 4.42314 -1.574
C 3.76997 -0.65250 4.63421 -0.494
C 2.44552 -0.32613 4.91081 1.003
C 2.21787 0.96594 5.76356 2.158
C 3.51071 1.79397 5.89529 -2.141
C 1.84090 0.52525 7.18197 -1.684
C 1.17226 1.89730 5.17700 -0.164
C -0.73531 -0.28894 3.63352 0.582
C -0.29276 0.29782 2.44309 -1.013
C 1.08243 0.38359 1.99895 1.573
C 1.88838 -0.73568 1.60376 -0.136
C 3.24642 -0.57025 1.38748 -0.926
C 3.82509 0.67518 1.71845 -0.604
N 5.11444 0.70031 2.35847 1.095
O 5.44290 1.76614 2.95028 -0.623
O 5.82081 -0.33284 2.39567 -0.601
C 3.04014 1.83755 1.80964 -0.675
C 1.67375 1.68453 1.92081 -0.950
H -1.34792 -1.41998 1.38409 -0.393
H -2.14211 -2.61307 0.32058 0.680
H -2.15876 -0.88229 -0.09516 -0.622
H -5.63383 -1.47342 1.06437 0.390
H -4.61200 -1.05104 -0.34313 0.111
H -4.66968 -2.70324 0.23003 0.503
H -4.58666 -2.28923 3.20102 0.316
H -3.81479 -3.48943 2.13782 0.499
H -2.82143 -2.57457 3.26668 0.000
H -4.10404 0.94299 0.26070 0.090
H -5.46173 2.71151 1.35997 0.464
H -5.61743 2.72021 3.83472 0.430
H -1.48019 2.52102 5.12319 0.343
H -1.98689 2.72173 6.81508 0.651
H -1.75504 1.09446 6.16132 -0.034
H -5.52290 1.48248 6.24686 0.384
H -4.20949 0.39418 6.72540 0.359
H -4.37328 1.97662 7.51520 0.414
H -5.02771 3.78357 5.35647 0.430
H -3.68462 4.04971 6.46513 0.482
H -3.39928 4.14921 4.72082 0.408
H -2.81583 -0.50723 6.03314 -0.005
H -2.77793 -1.96346 5.05656 0.621
H -0.59340 -0.62362 6.58643 0.297
H -0.65237 -2.33053 6.10514 -0.281
H 2.61990 -5.14983 3.38550 0.408
H 1.04733 -5.57095 2.70172 0.473
H 1.93748 -4.16997 2.06790 0.254
H -1.00789 -2.92293 4.08660 -0.339
H -0.25334 -2.87151 2.47270 -0.057
H -0.91930 -4.39209 3.08657 0.784
H -0.02684 -4.22636 5.94154 0.279
H 0.23328 -5.66838 4.92279 0.423
H 1.60626 -4.92108 5.79547 0.378
H 3.49428 -3.99261 4.63149 0.512
H 5.17829 -2.21394 4.20565 0.489
H 4.54735 0.10569 4.66430 0.842
H 3.82387 2.21570 4.92863 0.322
H 3.33603 2.61880 6.60507 0.419
H 4.32995 1.18799 6.31250 0.499
H 0.97978 -0.14560 7.19567 0.123
H 2.68440 -0.01656 7.62642 0.486
H 1.61706 1.38769 7.82175 0.425
H 0.24889 1.35808 4.95713 -1.047
H 0.93739 2.70029 5.89636 0.734
H 1.52875 2.35220 4.23926 0.092
H -1.04356 0.87137 1.90339 0.058
H 1.43923 -1.72240 1.45361 0.628
H 3.92550 -1.36852 1.07412 0.500
H 3.53837 2.80723 1.86857 0.533
H 1.02426 2.56070 2.05466 0.604
C -6.52259 -0.59992 -3.69556 -0.484
C -5.85508 -0.01341 -2.60908 -0.411
C -4.47046 0.16900 -2.64352 0.487
C -3.68396 -0.31429 -3.72415 0.432
C -2.22017 -0.20724 -3.70720 0.887
C -1.61811 0.71457 -2.79794 -1.214
C -0.30811 0.72567 -2.32078 -0.322
C 0.45407 1.95158 -2.29634 0.959
C 1.82793 1.97128 -2.67565 -0.409
C 2.43061 3.15986 -3.08640 -0.846
C 1.73869 4.37845 -2.98952 -0.315
C 0.43702 4.39176 -2.46633 -0.813
C -0.18756 3.20528 -2.10154 -0.050
C -1.44452 -0.91639 -4.74820 0.447
C -0.31861 -0.32183 -5.36612 -0.346
C 0.26100 -0.88028 -6.50999 -0.778
C -0.18619 -2.12096 -6.98362 -0.399
C -1.22857 -2.78311 -6.33239 -0.785
C -1.84352 -2.19161 -5.23846 -0.359
C -4.40548 -0.84237 -4.82921 -0.613
C -5.78905 -1.01808 -4.81134 -0.851
H -7.60113 -0.74239 -3.66332 0.415
H -6.40658 0.28238 -1.71282 0.443
H -3.97013 0.67460 -1.81496 -0.591
H -2.25574 1.53610 -2.45555 0.570
H 0.21367 -0.22889 -2.15157 0.641
H 2.39014 1.03276 -2.71430 0.468
H 3.44359 3.15412 -3.49816 0.443
H 2.19610 5.30407 -3.36021 0.412
H -0.09870 5.34490 -2.35645 0.410
H -1.19808 3.23394 -1.67987 0.427
H 0.06229 0.61990 -4.97391 0.351
H 1.05326 -0.34379 -7.03473 0.407
H 0.28728 -2.57822 -7.84568 0.409
H -1.58029 -3.76375 -6.68320 0.389
H -2.69550 -2.69493 -4.76073 0.681
H -3.88381 -1.14752 -5.73187 0.606
H -6.28708 -1.50319 -5.65362 0.404
```

Values from the calculation:
gap between HOMO and LUMO	3.65	eV
net charge	+1
strongest force on any atom	2.69	eV/Å



Formula: C59H71BrN6SeTl
Source: the Open Molecules 2025 dataset
Level of theory: ωB97M-V/def2-TZVPD

```
139
Properties=species:S:1:pos:R:3:mulliken_charge:R:1
Tl -0.48351 -0.47705 -0.46805 2.273
C -4.31344 -4.00933 0.66514 -1.927
C -3.19833 -3.43506 1.54405 2.370
C -2.75856 -4.44152 2.61012 -1.406
C -3.63276 -2.12355 2.17036 0.966
C -4.90855 -2.06173 2.72445 -0.524
C -5.39897 -0.89784 3.27729 -1.666
C -4.60606 0.23299 3.26253 -1.066
C -3.31721 0.22356 2.73603 0.436
C -2.58494 1.55148 2.78662 0.415
C -2.43329 2.19178 1.40434 -1.138
C -1.27008 1.51938 3.56094 -1.496
C -2.81660 -0.98012 2.20760 -0.660
N -1.45663 -1.10014 1.72053 1.182
C -0.60472 -1.52504 2.58336 -0.928
C 0.78251 -1.92674 2.43754 0.537
C 1.39278 -2.16758 3.69146 -0.931
C 2.61898 -2.76135 3.82969 -1.380
C 3.25104 -3.21528 2.66986 -0.982
C 2.69511 -3.00415 1.43345 -0.704
C 1.48744 -2.28737 1.24310 1.028
N 1.04929 -2.02430 -0.02740 0.894
C 1.50815 -2.86618 -1.11020 -0.749
C 0.84739 -4.10882 -1.25729 0.222
C 1.13353 -4.92244 -2.34706 -0.267
C 2.07494 -4.55135 -3.28696 -1.347
C 2.78075 -3.38257 -3.09220 -0.380
C 2.54673 -2.52894 -2.01093 0.205
C 3.51274 -1.34231 -1.96324 0.527
C 2.99679 -0.14609 -2.75701 -1.314
C 4.07472 -0.95374 -0.59838 -1.441
C -0.09454 -4.65764 -0.20035 2.769
C 0.63812 -5.68594 0.67143 -1.654
C -1.34502 -5.30589 -0.78953 -1.658
H -3.96279 -4.87163 0.10278 0.452
H -4.67865 -3.26472 -0.04598 0.402
H -5.16239 -4.34486 1.26208 0.496
H -2.33477 -3.23782 0.90947 -1.766
H -3.57739 -4.65542 3.30048 0.410
H -1.91736 -4.06393 3.19582 0.205
H -2.45244 -5.38378 2.14983 0.385
H -5.52975 -2.94793 2.72015 0.393
H -6.39050 -0.86765 3.70954 0.386
H -4.98593 1.15692 3.68256 0.423
H -3.25073 2.21016 3.34837 0.888
H -1.58710 1.77109 0.85609 -0.202
H -2.25631 3.26515 1.50486 0.348
H -3.33557 2.05422 0.80576 0.576
H -0.49079 1.00124 3.00318 -0.176
H -1.39736 1.01717 4.52216 0.522
H -0.93413 2.53900 3.76254 0.513
H -0.96588 -1.64767 3.60931 0.137
H 0.83633 -1.89093 4.58080 0.504
H 3.05236 -2.92741 4.80605 0.473
H 4.19203 -3.74842 2.73780 0.494
H 3.20238 -3.38300 0.55909 0.934
H 0.62423 -5.87196 -2.45172 0.401
H 2.28890 -5.18675 -4.13676 0.450
H 3.56779 -3.11950 -3.79072 0.416
H 4.38515 -1.68760 -2.52488 0.796
H 2.11046 0.30916 -2.32167 -0.046
H 2.74876 -0.44585 -3.77431 0.508
H 3.76806 0.62527 -2.81523 0.536
H 3.31596 -0.64189 0.11246 -0.252
H 4.77782 -0.12610 -0.72641 0.560
H 4.62507 -1.78167 -0.15362 0.404
H -0.40674 -3.83524 0.44482 -1.824
H 0.97952 -6.52503 0.06025 0.380
H -0.03227 -6.07936 1.43907 0.437
H 1.50520 -5.25312 1.16750 0.265
H -1.10156 -6.18660 -1.38560 0.687
H -1.91704 -4.62055 -1.41993 0.215
H -1.99059 -5.64584 0.01900 0.374
C -2.41832 -1.25985 -1.19242 -0.325
C -2.71916 -1.26198 -2.64093 0.381
C -3.50464 -0.26367 -3.21118 -0.305
C -3.70961 -0.21841 -4.57759 -0.938
C -3.13923 -1.19446 -5.39310 0.539
C -2.40021 -2.23242 -4.82670 -1.139
C -2.19281 -2.25893 -3.46147 0.222
C -3.29386 -1.11847 -6.81945 -0.181
N -3.39485 -1.04061 -7.96183 -0.524
H -2.29660 -2.27363 -0.80911 -0.877
H -3.16999 -0.74270 -0.59792 0.840
H -3.93772 0.50460 -2.57952 0.527
H -4.29976 0.57243 -5.02164 0.539
H -1.97469 -2.99654 -5.46360 0.531
H -1.57253 -3.03865 -3.03007 0.191
Br -1.60357 4.00636 -4.57065 -0.121
C -0.78905 2.30378 -4.57712 -0.776
C -0.17121 1.81437 -5.71367 -0.438
C 0.36237 0.53815 -5.65822 -1.613
C 0.25420 -0.18556 -4.48020 -0.483
N -0.33062 0.29473 -3.38382 1.149
C -0.84078 1.52154 -3.43782 -0.287
H -0.12358 2.40665 -6.61730 0.569
H 0.84147 0.10032 -6.52337 0.555
H 0.63432 -1.19999 -4.41457 0.816
H -1.35416 1.88576 -2.55135 0.708
C 4.30217 4.27863 1.77958 -0.818
C 4.47498 3.37988 3.00370 -0.840
C 3.67204 2.07985 2.96179 -0.031
C 2.18858 2.19588 3.29102 -0.866
N 1.42508 3.10541 2.42714 1.628
C 0.99075 2.84148 1.18225 -0.453
Se 1.44713 1.24118 0.31196 -0.793
N 0.30860 3.89952 0.71757 1.528
C -0.19794 4.09966 -0.64164 -0.399
C 0.61343 5.14660 -1.40245 -0.979
C 2.04205 4.71468 -1.72312 0.131
C 2.11379 3.66874 -2.82884 -1.037
C 0.26978 4.87320 1.71101 0.459
C -0.34292 6.12097 1.75221 -0.939
C -0.19078 6.84842 2.91595 -0.860
C 0.54650 6.35223 4.00020 -0.856
C 1.14855 5.11001 3.96028 -0.885
C 0.98784 4.37377 2.79139 0.339
H 5.07801 5.04429 1.75041 0.481
H 3.34271 4.79850 1.76428 0.053
H 4.38507 3.69242 0.85993 0.186
H 4.24151 3.93309 3.92003 0.289
H 5.53011 3.11114 3.08261 0.461
H 4.07262 1.37869 3.69855 0.651
H 3.79948 1.59909 1.98914 -0.365
H 2.06149 2.57687 4.30414 0.749
H 1.71243 1.21566 3.23994 -0.445
H -1.24431 4.39644 -0.55863 0.456
H -0.16275 3.13343 -1.14096 -0.519
H 0.61755 6.07767 -0.83196 0.497
H 0.07860 5.35426 -2.33325 0.452
H 2.52919 4.34044 -0.81651 -0.408
H 2.61105 5.59705 -2.02191 0.498
H 1.59351 2.74902 -2.55467 0.030
H 3.14767 3.39893 -3.04734 0.508
H 1.66433 4.04873 -3.74992 0.323
H -0.91061 6.50736 0.91645 0.530
H -0.64946 7.82480 2.99409 0.455
H 0.64367 6.95791 4.89115 0.466
H 1.71331 4.73499 4.80274 0.455
```

Values from the calculation:
gap between HOMO and LUMO	6.62	eV
net charge	+1
strongest force on any atom	0.51	eV/Å



What is the formula in the third record?
C59H71BrN6SeTl



Which of these has the highest strongest force on any atom?
C59H68N3O2



Among the records above, which one has the highest strongest force on any atom?
C59H68N3O2